No. 1
Formula: C2H4N4O
Source: the Open Molecules 2025 dataset
Level of theory: ωB97M-V/def2-TZVPD

Last column: Mulliken charge in e.
Positions of all 11 atoms, in Å:
C 0.33 0.28 0.18  0.42
C -1.93 0.08 -0.02  -0.02
H 3.29 -0.09 -0.17  0.35
H -0.90 2.09 -0.01  0.29
H -3.04 0.11 -0.22  0.34
H 0.66 -1.62 -0.14  0.38
N 1.56 0.77 -0.12  -0.50
N -0.90 1.03 0.21  -0.21
N -1.39 -1.16 -0.15  -0.51
N -0.08 -0.96 0.38  -0.05
O 2.38 -0.53 0.06  -0.50

Results
* 2S+1: 1
* structure (SMILES): O/N=c1/[nH]cn[nH]1
* lowest unoccupied orbital energy: 0.826 eV

---

No. 2
Formula: C2H4N4O2
Source: the Open Molecules 2025 dataset
Level of theory: ωB97M-V/def2-TZVPD

Last column: Mulliken charge in e.
Positions of all 12 atoms, in Å:
C -1.34 0.07 -0.29  0.55
C 1.47 -0.03 -0.29  0.66
H -3.27 -0.63 -0.42  0.28
H -0.80 2.02 0.37  0.32
H 3.00 -0.97 0.35  0.29
H 0.46 -0.78 1.20  0.38
N -2.59 0.15 -0.12  -0.64
N -0.42 1.04 0.30  -0.35
N 2.77 0.07 -0.21  -0.63
N 0.65 -1.03 0.10  -0.34
O 0.76 1.13 -0.55  -0.27
O -0.69 -1.04 -0.45  -0.26

Results
* 2S+1: 1
* structure (SMILES): [H]/N=C1/NO/C(=N/[H])NO1
* lowest unoccupied orbital energy: 0.398 eV

---

No. 3
Formula: C2H4N4O2
Source: the Open Molecules 2025 dataset
Level of theory: ωB97M-V/def2-TZVPD

Last column: Mulliken charge in e.
Positions of all 12 atoms, in Å:
C -1.15 1.27 0.21  -0.36
C -0.35 1.89 -0.51  -0.50
N 0.09 -2.16 0.50  -0.78
N 0.88 -1.31 0.13  0.82
N 1.43 -0.35 0.74  -0.62
N 2.30 0.40 -0.08  1.22
O 2.73 1.37 0.45  -0.56
O 2.55 -0.03 -1.15  -0.68
H -1.90 0.81 0.77  0.42
H 0.15 2.32 -1.26  0.45
H -0.18 -2.06 1.43  0.26
H 0.95 -1.44 -1.00  0.33

Results
* 2S+1: 1
* lowest unoccupied orbital energy: -0.533 eV

---

No. 4
Formula: C2H4N4O2
Source: the Open Molecules 2025 dataset
Level of theory: ωB97M-V/def2-TZVPD

Last column: Mulliken charge in e.
Positions of all 12 atoms, in Å:
C -0.51 -0.12 -0.76  0.51
C 1.37 0.64 -0.05  0.51
H -1.70 0.42 1.26  0.27
H -2.68 -0.93 1.12  0.23
H 0.53 -1.54 -1.87  0.40
H 2.02 1.45 1.66  0.41
N -1.79 -0.60 1.08  -0.45
N -1.48 -0.90 -0.52  -0.43
N 0.41 -0.40 -1.70  -0.13
N 1.63 -0.13 -1.08  -0.55
O 2.16 1.51 0.50  -0.51
O 0.05 0.60 0.34  -0.28

Results
* 2S+1: 1
* structure (SMILES): N/N=c1/[nH]nc(O)o1
* lowest unoccupied orbital energy: -0.141 eV

---

No. 5
Formula: C2H4N4O2
Source: the Open Molecules 2025 dataset
Level of theory: ωB97M-V/def2-TZVPD

Last column: Mulliken charge in e.
Positions of all 12 atoms, in Å:
C 0.05 0.15 0.05  1.43
N 1.85 0.01 0.09  -0.17
N 0.98 1.01 0.79  -0.56
N 1.05 0.14 -1.07  -0.56
N 0.55 -1.11 0.60  -0.78
C -1.44 0.42 -0.14  0.42
O -2.15 -0.71 -0.29  -0.46
O -1.91 1.51 -0.15  -0.50
H -1.58 -1.49 -0.18  0.38
H 1.13 1.93 0.35  0.28
H 1.08 -0.71 -1.65  0.28
H 0.38 -1.16 1.61  0.25

Results
* 2S+1: 1
* lowest unoccupied orbital energy: 0.064 eV

---

No. 6
Formula: C2H4NO2
Source: the Open Molecules 2025 dataset
Level of theory: ωB97M-V/def2-TZVPD

Last column: Mulliken charge in e.
Positions of all 9 atoms, in Å:
C -0.72 -0.74 -0.85  -0.81
C -1.14 0.03 0.16  0.17
N 2.05 0.14 1.24  -0.44
O 2.54 0.94 0.37  -0.42
O -0.32 0.90 0.70  -0.58
H 0.20 -0.26 -1.25  0.17
H -1.12 -1.46 -1.54  0.28
H -2.18 -0.14 0.49  0.28
H 0.69 0.59 0.68  0.34

Results
* 2S+1: 1
* charge: -1
* lowest unoccupied orbital energy (spin up / spin down): 4.417 / 4.415 eV

---

ΔE to the lowest compared entry with this formula, charge and spin in kJ/mol, matching the order above: 413.56 473.47 776.70 423.69 470.69 503.23
Largest force on an atom in eV Å⁻¹, matching the order above: 6.4 5.5 8.2 5.9 1.9 2.6